1.
ORCA calculation (ωB97M-V with the def2-TZVPD basis set) on the molecule C18H21N3O3S in a non-equilibrium geometry.

Cartesian coordinates (Å):
O -4.14 -2.22 0.53
C -3.03 -1.82 0.79
C -1.87 -2.79 1.06
S -0.90 -3.11 -0.45
C 0.07 -1.69 -0.50
N 0.08 -0.69 0.33
N 1.01 0.18 -0.13
C 1.52 -0.33 -1.20
C 2.57 0.25 -2.08
O 3.35 1.22 -1.45
C 4.12 0.84 -0.37
C 4.79 1.88 0.27
C 5.61 1.62 1.35
C 5.76 0.32 1.81
C 5.10 -0.71 1.17
C 4.28 -0.46 0.08
O 0.97 -1.54 -1.50
N -2.67 -0.53 0.90
C -3.56 0.56 0.57
C -3.42 1.72 1.57
C -3.02 2.91 0.69
C -4.23 3.31 -0.16
C -4.35 2.14 -1.17
C -3.19 1.22 -0.77
C -2.12 2.23 -0.35
H -2.28 -3.76 1.34
H -1.19 -2.42 1.82
H 2.09 0.77 -2.92
H 3.18 -0.58 -2.49
H 4.66 2.88 -0.10
H 6.12 2.43 1.84
H 6.40 0.11 2.66
H 5.21 -1.73 1.52
H 3.77 -1.29 -0.39
H -1.69 -0.31 1.01
H -4.57 0.13 0.54
H -4.34 1.91 2.12
H -2.64 1.50 2.30
H -2.58 3.73 1.24
H -5.13 3.42 0.45
H -4.05 4.25 -0.67
H -5.31 1.63 -1.10
H -4.22 2.50 -2.19
H -2.92 0.50 -1.54
H -1.83 2.90 -1.16
H -1.23 1.77 0.08

HOMO level: -8.873 eV
Structure (SMILES): O=C(CSc1nnc(COc2ccccc2)o1)N[C@H]1C[C@@H]2CC[C@H]1C2
Maximum force: 1.648 eV/A
LUMO energy: 0.48 eV
Spin multiplicity: 1
Energy relative to the best compared isomer or geometry (same formula, charge and spin): 2.777 eV


2.
ORCA calculation (ωB97M-V with the def2-TZVPD basis set) on the molecule C18H21N3O5S in a non-equilibrium geometry.

Cartesian coordinates (Å):
C -5.45 -1.42 -1.30
C -4.03 -1.81 -1.67
O -3.13 -1.65 -0.57
C -2.64 -0.45 -0.34
O -2.93 0.53 -1.00
C -1.67 -0.46 0.81
C -1.69 0.85 1.60
C -0.76 0.80 2.80
C -1.37 1.04 4.14
N 0.48 0.57 2.76
N 1.19 0.23 1.70
C 1.69 1.01 0.85
S 1.43 2.78 0.72
C 2.14 2.79 -0.95
C 1.06 2.92 -2.03
C -0.06 1.92 -1.77
O 0.13 0.75 -1.55
O -1.25 2.49 -1.77
C 2.88 1.46 -1.12
O 3.61 1.24 -2.05
N 2.59 0.59 -0.12
C 3.11 -0.73 -0.12
C 4.49 -0.90 -0.16
C 5.02 -2.18 -0.18
C 4.18 -3.28 -0.15
C 2.81 -3.10 -0.11
C 2.27 -1.83 -0.10
H -5.78 -2.00 -0.44
H -6.11 -1.62 -2.13
H -5.49 -0.36 -1.05
H -3.67 -1.20 -2.51
H -3.97 -2.87 -1.93
H -1.89 -1.31 1.45
H -0.68 -0.60 0.37
H -2.70 1.06 1.94
H -1.38 1.67 0.95
H -2.14 0.29 4.34
H -1.84 2.02 4.16
H -0.61 0.98 4.91
H 2.85 3.61 -1.04
H 0.63 3.93 -2.03
H 1.50 2.71 -3.00
H -1.96 1.83 -1.54
H 5.14 -0.04 -0.19
H 6.09 -2.32 -0.22
H 4.59 -4.28 -0.16
H 2.15 -3.96 -0.10
H 1.20 -1.68 -0.10

HOMO level: -8.372 eV
Structure (SMILES): CCOC(=O)CC/C(C)=N\N=C1/S[C@H](CC(=O)O)C(=O)N1c1ccccc1
Maximum force: 1.865 eV/A
LUMO energy: 0.61 eV
Spin multiplicity: 1
Energy relative to the best compared isomer or geometry (same formula, charge and spin): 0.839 eV


3.
ORCA calculation (ωB97M-V with the def2-TZVPD basis set) on the molecule C18H21N3OS in a non-equilibrium geometry.

Cartesian coordinates (Å):
C 3.13 4.63 2.50
C 2.50 3.35 1.97
C 1.49 2.77 2.95
C 0.86 1.49 2.40
N 0.13 0.77 3.42
C -1.12 1.41 3.78
C 0.00 -0.66 3.17
C -0.85 -1.00 1.97
O -2.19 -1.00 2.13
C -0.34 -1.23 0.74
C 1.06 -1.27 0.53
N 2.19 -1.31 0.37
C -1.14 -1.49 -0.43
N -0.65 -1.75 -1.59
C -1.60 -1.97 -2.54
C -1.18 -2.28 -3.90
C -2.10 -2.53 -4.92
C -1.67 -2.82 -6.20
C -0.32 -2.86 -6.48
C 0.61 -2.61 -5.48
C 0.18 -2.32 -4.20
C -2.88 -1.87 -2.06
S -2.90 -1.49 -0.39
H 3.85 5.03 1.79
H 3.65 4.44 3.44
H 2.37 5.39 2.68
H 2.00 3.56 1.02
H 3.28 2.62 1.77
H 1.99 2.53 3.89
H 0.72 3.52 3.15
H 1.66 0.84 2.05
H 0.22 1.73 1.53
H -1.61 0.84 4.57
H -1.82 1.53 2.93
H -0.90 2.40 4.17
H -0.43 -1.12 4.07
H 1.01 -1.06 3.03
H -2.43 -0.85 3.06
H -3.16 -2.50 -4.71
H -2.40 -3.02 -6.97
H 0.02 -3.09 -7.49
H 1.66 -2.64 -5.70
H 0.89 -2.12 -3.41
H -3.80 -1.99 -2.59

HOMO level: -8.003 eV
Structure (SMILES): CCCCN(C)C/C(O)=C(\C#N)c1nc(-c2ccccc2)cs1
Maximum force: 1.396 eV/A
LUMO energy: 0.18 eV
Spin multiplicity: 1
Energy relative to the best compared isomer or geometry (same formula, charge and spin): 2.348 eV


4.
ORCA calculation (ωB97M-V with the def2-TZVPD basis set) on the molecule C18H21N3OS2 in a non-equilibrium geometry.

Cartesian coordinates (Å):
C 5.38 -0.39 3.14
S 4.38 -1.92 3.14
C 3.25 -1.54 1.84
C 1.83 -1.45 2.08
C 0.99 -1.21 0.97
C 1.53 -1.36 -0.35
C 0.72 -1.21 -1.49
N 0.52 0.20 -1.91
C 1.71 1.02 -2.17
C 2.53 0.65 -3.42
O 1.69 0.25 -4.50
C -0.89 0.61 -2.26
C -1.79 0.78 -1.05
C -1.56 1.25 0.18
C -2.72 1.44 1.01
C -3.83 0.96 0.42
C -5.12 0.77 1.12
C -5.48 0.90 2.40
C -6.91 0.76 2.51
N -7.45 0.35 1.37
N -6.33 0.42 0.49
S -3.56 0.35 -1.20
C 2.93 -1.55 -0.49
C 3.80 -1.62 0.56
H 6.22 -0.39 3.82
H 5.82 -0.17 2.22
H 4.69 0.39 3.56
H 1.51 -1.53 3.11
H -0.06 -0.99 1.18
H 1.04 -1.86 -2.34
H -0.26 -1.56 -1.19
H 1.38 2.05 -2.34
H 2.39 1.09 -1.36
H 3.21 1.48 -3.73
H 3.01 -0.22 -3.06
H 1.10 -0.49 -4.20
H -0.85 1.56 -2.74
H -1.34 -0.26 -2.80
H -0.49 1.48 0.33
H -2.69 1.83 2.10
H -4.75 1.25 3.17
H -7.44 0.87 3.51
H -6.27 0.18 -0.53
H 3.33 -1.64 -1.48
H 4.88 -1.52 0.40

HOMO level: -8.436 eV
Structure (SMILES): CSc1ccc(CN(CCO)Cc2ccc(-c3ccn[nH]3)s2)cc1
Maximum force: 4.769 eV/A
LUMO energy: 0.34 eV
Spin multiplicity: 1
Energy relative to the best compared isomer or geometry (same formula, charge and spin): 4.210 eV


5.
ORCA calculation (ωB97M-V with the def2-TZVPD basis set) on a structure of composition C18H21N4NiO2S4Sb in a non-equilibrium geometry.

Cartesian coordinates (Å):
Ni -0.71 0.87 -0.20
C -1.81 -2.30 -2.53
C -1.46 -0.93 -2.02
N -1.71 -0.53 -0.77
N -2.35 -1.26 0.17
C -2.20 -0.65 1.33
O -1.48 0.43 1.47
C -2.90 -1.18 2.50
C -3.65 -2.36 2.46
C -4.29 -2.83 3.59
C -4.21 -2.14 4.79
C -3.47 -0.96 4.84
C -2.82 -0.49 3.72
C -0.80 0.05 -2.79
C -0.49 -0.05 -4.16
C 0.06 1.02 -4.82
C 0.30 2.21 -4.12
C 0.03 2.25 -2.77
N -0.48 1.22 -2.09
H -2.39 -2.81 -1.76
H -0.91 -2.87 -2.74
H -2.41 -2.24 -3.44
H -3.71 -2.89 1.51
H -4.86 -3.75 3.54
H -4.72 -2.51 5.67
H -3.40 -0.41 5.77
H -2.24 0.43 3.74
H -0.69 -0.98 -4.68
H 0.30 0.95 -5.88
H 0.74 3.08 -4.60
H 0.25 3.14 -2.20
S 2.51 6.20 -1.75
Sb 2.54 5.37 0.44
S 2.02 2.84 -0.07
S 0.14 2.77 0.59
S 4.82 5.08 0.94
C 2.36 -0.30 2.17
N 3.02 -0.39 0.88
C 4.43 0.00 0.87
C 2.26 -0.38 -0.24
C 2.98 -0.40 -1.57
O 1.04 -0.49 -0.19
H 2.75 -1.08 2.84
H 1.29 -0.44 2.03
H 2.53 0.68 2.62
H 4.83 -0.14 1.87
H 4.55 1.06 0.59
H 5.00 -0.61 0.17
H 3.35 -1.42 -1.75
H 3.82 0.29 -1.61
H 2.27 -0.13 -2.35

HOMO level (spin up / spin down): -0.576 / -0.879 eV
Total charge: -2
Maximum force: 1.636 eV/A
⟨S²⟩: 2.35
LUMO energy (spin up / spin down): 4.27 / 3.87 eV
Spin multiplicity: 3